Entry 1:
{"formula": "C9H13O7PV", "method": "ωB97M-V/def2-TZVPD", "total_energy_ev": -58832.114, "multiplicity": 4, "e_lumo_ev": [-9.4, -11.0], "orbital_gap_ev": [7.9263, 6.3078], "e_homo_ev": [-17.34, -17.31], "total_charge": 2, "symbols": ["V", "O", "C", "C", "O", "C", "O", "C", "O", "C", "H", "H", "C", "H", "H", "C", "O", "P", "O", "C", "O", "C", "H", "H", "H", "H", "H", "H", "H", "H", "H"], "xyz": [[-0.261092, -0.207341, -1.355617], [0.923999, -3.042472, -0.680253], [0.466520, -2.015206, -1.000823], [-0.802934, 1.664521, -1.213021], [-1.083036, 2.805878, -1.097899], [-2.020836, -0.879962, -0.678657], [-2.972386, -1.261735, -0.135316], [1.584967, 0.468217, -1.646025], [2.669395, 0.884342, -1.715626], [-0.770127, -1.379113, -4.507832], [0.369466, -1.437854, -4.404626], [-1.279533, -2.172870, -3.860924], [-1.340766, -0.140919, -4.557465], [-2.301266, 0.038779, -3.970805], [-0.662486, 0.775198, -4.543209], [2.540783, -0.983465, 1.377294], [1.287947, -0.428422, 0.972331], [0.829825, 1.153740, 1.230707], [1.089865, 1.250184, 2.849038], [0.577529, 0.280721, 3.798491], [-0.788519, 0.735743, 1.233884], [-1.792384, 1.630828, 1.719033], [3.240715, -1.038253, 0.529811], [2.321353, -1.993144, 1.746470], [2.989030, -0.388190, 2.189520], [-0.091341, -0.471211, 3.354387], [1.431393, -0.223395, 4.266638], [0.031166, 0.851830, 4.557568], [-2.028295, 1.319532, 2.745757], [-1.474559, 2.687180, 1.708759], [-2.684393, 1.516855, 1.088406]], "forces_ev_per_a": [[-0.3, -0.6, -0.4], [-2.4, 5.3, -1.7], [3.3, -7.8, 1.9], [-2.6, 9.5, 0.3], [1.5, -6.6, -0.7], [-6.4, -2.4, 3.2], [4.3, 1.7, -2.6], [7.4, 2.8, -1.0], [-5.1, -2.0, 0.2], [1.1, 0.5, 3.8], [-1.6, -0.2, -1.4], [0.3, 0.6, -2.0], [0.9, 0.8, 3.4], [0.6, -0.3, -1.9], [-1.1, -1.1, -1.2], [0.9, -0.5, 0.4], [-1.4, 0.7, -1.2], [0.2, -0.6, 3.9], [-0.1, 0.3, -2.1], [-0.1, -0.1, 0.5], [0.9, -0.8, -1.4], [-0.7, 0.5, 0.5], [-0.2, 0.1, 0.3], [0.2, 0.3, -0.1], [-0.2, -0.2, -0.4], [0.3, 0.3, -0.1], [-0.2, 0.2, -0.1], [0.2, -0.2, -0.2], [0.0, 0.3, -0.3], [0.0, -0.4, 0.0], [0.2, 0.0, 0.2]]}

Entry 2:
{"formula": "C3H7NO2", "method": "ωB97M-V/def2-TZVPD", "e_above_lowest_ev": 2.083, "total_energy_ev": -8808.446, "smiles": "[H]/N=C/OCCO", "multiplicity": 1, "e_lumo_ev": 0.8, "orbital_gap_ev": 10.5290, "e_homo_ev": -9.69, "symbols": ["H", "N", "C", "O", "C", "C", "O", "H", "H", "H", "H", "H", "H"], "xyz": [[2.510454, -1.009717, 0.474797], [1.572627, -0.697896, 0.250667], [0.667806, -1.277899, 0.941308], [-0.622402, -1.039701, 0.845076], [-1.112738, -0.107637, -0.349258], [-0.610831, 1.310760, -0.393127], [0.648971, 1.503812, -0.898535], [0.914883, -2.040227, 1.682156], [-2.197180, -0.142124, -0.210189], [-0.791619, -0.652795, -1.241265], [-0.803013, 1.848616, 0.529445], [-1.398539, 1.646030, -1.096505], [1.221581, 0.658778, -0.534569]], "forces_ev_per_a": [[-0.1, -0.1, 0.1], [-0.3, -0.1, 0.1], [0.4, 0.2, -0.4], [-0.4, 1.1, -1.2], [0.9, -1.6, 1.6], [-1.2, -0.4, -0.4], [1.7, -1.8, 0.5], [-0.3, 0.0, 0.0], [0.3, -0.1, 0.1], [-0.2, 0.1, 0.1], [0.0, 0.0, 0.5], [0.4, 0.7, -0.1], [-1.3, 1.9, -0.8]]}

Entry 3:
{"formula": "C7H11N", "method": "ωB97M-V/def2-TZVPD", "e_above_lowest_ev": 4.931, "total_energy_ev": -8922.798, "multiplicity": 1, "e_lumo_ev": 1.2, "orbital_gap_ev": 9.3711, "e_homo_ev": -8.19, "symbols": ["C", "C", "C", "C", "C", "C", "C", "N", "H", "H", "H", "H", "H", "H", "H", "H", "H", "H", "H"], "xyz": [[2.457703, -0.713048, -0.517219], [-1.922675, -1.109661, 0.140216], [-0.616112, -1.782200, -0.135524], [1.924239, 0.569003, -0.226272], [-0.629401, -0.415476, 0.486864], [-0.483986, 2.110190, 0.297669], [-0.188784, 0.763403, -0.287417], [2.387243, -0.480703, 0.720979], [2.746857, -1.444966, -1.235593], [-2.483637, -0.732636, -0.701911], [-2.541122, -1.478925, 0.944001], [-0.322754, -2.618430, 0.479095], [-0.301177, -1.866616, -1.165308], [2.424385, 1.517085, -0.316658], [-0.374911, -0.361250, 1.539624], [0.060766, 2.894064, -0.224080], [-0.220932, 2.140039, 1.352757], [-1.552851, 2.322167, 0.205895], [-0.362849, 0.687962, -1.357124]], "forces_ev_per_a": [[-0.1, 0.8, 0.5], [-0.2, 0.0, 0.0], [0.1, 0.0, 0.0], [-4.2, 0.2, -0.3], [0.0, 0.1, 0.0], [-0.2, -0.1, -0.1], [4.1, -0.4, 0.1], [0.3, -0.4, -0.3], [0.2, -0.6, -0.1], [0.0, 0.1, -0.1], [0.0, -0.1, 0.1], [0.0, 0.0, 0.1], [0.0, 0.1, -0.1], [0.2, 0.3, 0.0], [0.0, -0.1, 0.0], [0.0, 0.1, 0.0], [0.0, 0.0, 0.1], [-0.1, 0.1, 0.1], [-0.1, 0.0, 0.0]]}